# 1
ORCA calculation (ωB97M-V/def2-TZVPD) on a molecular structure, C18H30CdClNO5Si.

Results
strongest force on any atom	1.0	eV Å⁻¹
frontier orbital gap	8.69	eV
calculated total energy	-55846.3696	eV
energy relative to the best compared isomer or geometry (same formula, charge and spin)	0.157	eV

Atoms and positions in Å:
Cd 0.190853 0.273669 -1.067222
Cl -3.828925 4.775731 -0.337022
Si -0.154126 -0.462888 1.287723
O 1.394661 1.999512 -2.206636
O 0.048943 -2.478890 -3.778251
O 0.274930 -0.293617 -3.289356
O 1.767501 1.987135 -4.412037
O 2.686898 -0.602237 -2.204138
N -2.006728 1.551413 -1.710557
C -3.556595 3.216364 -1.025334
C 1.901899 1.475432 -3.194675
C -4.621946 2.423897 -1.420346
C -2.263068 2.744318 -1.183967
C -3.023907 0.791590 -2.111878
C 0.057972 2.237794 1.983545
C 0.163277 -2.811014 2.908062
C -4.345012 1.187818 -1.981500
C 2.208774 0.997091 1.991171
C -1.995960 -0.462538 1.773247
C 2.092413 -1.761574 -2.797971
C -0.276005 -3.140180 0.478024
C 0.469605 -2.275152 1.504298
C 0.670434 -1.522591 -3.352785
C 1.975763 -2.390788 1.238827
C 2.995432 0.427108 -3.123598
C 0.577470 0.681206 3.856337
C 0.718838 0.899097 2.346794
H -1.352226 -3.140228 0.665501
H 1.069454 2.655081 -4.392399
H 2.759203 0.118381 2.326034
H 1.022092 1.524908 4.394832
H 1.093243 -0.223794 4.180961
H 2.261850 -3.444501 1.155343
H -0.110986 -2.792211 -0.546285
H 3.894739 0.925534 -2.756002
H -2.564351 -1.164729 1.160238
H -1.004748 2.245353 2.237570
H 2.740921 -2.165435 -3.580053
H -5.148828 0.543934 -2.309412
H 2.650676 1.872541 2.478937
H 0.698820 -2.249088 3.674974
H 2.265700 -1.884771 0.312942
H 0.072589 -4.175781 0.539303
H -0.470124 0.604842 4.157185
H -0.904750 -2.760484 3.130982
H 0.541893 3.052842 2.530858
H 2.555976 -1.959180 2.055372
H 2.020010 -2.506125 -2.005861
H -2.445718 0.523713 1.640546
H 2.357975 1.104837 0.912366
H -2.122949 -0.752820 2.818914
H -2.761084 -0.159625 -2.561389
H -5.638355 2.769301 -1.290361
H 3.181020 0.036575 -4.125618
H -1.413100 3.344205 -0.878990
H 0.468334 -3.859641 2.988738
H 0.159335 2.448657 0.914020

Forces on atoms 1 to 6 (eV/Å):
Cd -0.19 0.05 -0.62
Cl 0.02 0.07 0.04
Si -0.03 -0.04 0.31
O -0.14 -0.41 -0.36
O 0.13 0.06 0.02
O -0.19 0.01 0.53


# 2
ORCA calculation (ωB97M-V/def2-TZVPD) on a molecular structure, C18H30ClHgN3OTa in a non-equilibrium geometry.

Results
strongest force on any atom	3.8	eV Å⁻¹
net charge	+2
frontier orbital gap (alpha / beta)	6.50 / 3.32	eV
calculated total energy	-43903.4997	eV
expectation value of S²	0.763
2S+1	2

Atoms and positions in Å:
Hg -1.884457 3.106704 -1.048954
Ta -0.003432 0.393022 0.022370
Cl 1.160730 -3.289852 -2.338649
O -3.222076 -2.084555 1.569456
N -0.253664 0.989683 -1.821394
N 0.683172 1.647398 1.375995
N -1.578430 -0.583364 0.654024
C -0.209903 -0.375099 -3.863181
C -0.450114 -4.260719 1.757837
C -2.394006 -1.363629 1.139762
C -0.901586 1.975776 -3.986344
C 0.225278 -3.063864 1.552427
C -0.525682 2.321839 3.368623
C -2.343160 0.259246 -2.802448
C 0.635471 0.125679 3.319969
C -0.653729 -5.145673 0.702978
C 0.698334 1.563695 2.855870
C 1.263557 -1.304184 0.043421
C 0.544911 -3.641179 -0.761815
C -0.934132 0.733275 -3.096257
C -0.142717 -4.832169 -0.565586
C 1.036716 3.001812 0.879730
C 1.218920 1.356127 -1.948512
C 1.980630 2.213998 3.383791
C 0.681864 -2.698766 0.281443
H -0.554758 2.265688 4.468252
H 1.800101 -1.232011 -0.913770
H 0.505669 3.254935 -0.050595
H 0.125864 2.220680 -4.278056
H 0.426537 -2.398224 2.395837
H -1.344695 2.862307 -3.510310
H -0.823938 -4.497367 2.758029
H 1.509698 -0.444583 2.979094
H -2.824793 0.005942 -3.760857
H -0.294895 -0.368536 3.010423
H -0.050300 -1.253315 -3.231416
H 0.756719 -0.032792 -4.245922
H -0.495458 3.378571 3.080422
H 1.780286 1.139371 -0.994059
H 1.714803 0.780764 -2.743310
H -0.280971 -5.516312 -1.399282
H 1.325102 2.428024 -2.172696
H 1.980090 3.301509 3.246545
H 2.062942 2.023132 4.462878
H -1.449670 1.883437 2.969218
H 2.861793 1.789364 2.890457
H -2.346593 -0.633273 -2.160708
H 0.654931 0.118934 4.421663
H -2.956780 1.034020 -2.319611
H 1.962079 -1.022352 0.852118
H 0.716320 3.747684 1.621096
H -1.196421 -6.077837 0.857444
H -1.490114 1.766635 -4.892332
H 2.122488 3.098487 0.709154
H -0.828526 -0.668085 -4.724263

Forces on atoms 1 to 6 (eV/Å):
Hg -0.03 -0.19 0.03
Ta -1.73 -1.55 2.96
Cl 0.15 -0.06 -0.21
O 2.50 2.03 -1.14
N 1.66 0.75 -0.89
N -0.35 -0.02 -1.70


# 3
ORCA calculation (ωB97M-V/def2-TZVPD) on 10 unconnected molecules or ions with the total composition C18H30F4N6O24 in a non-equilibrium geometry.

Results
strongest force on any atom	6.3	eV Å⁻¹
frontier orbital gap	10.72	eV
calculated total energy	-88082.3480	eV
energy relative to the best compared isomer or geometry (same formula, charge and spin)	5.264	eV
structure (SMILES)	O=C1OC[C@@H](F)O1.O=C1OC[C@@H](F)O1.O=C1OC[C@@H](F)O1.O=C1OC[C@@H](F)O1.C[N+](=O)[O-].C[N+](=O)[O-].C[N+](=O)[O-].C[N+](=O)[O-].C[N+](=O)[O-].C[N+](=O)[O-]

Atoms and positions in Å:
F 5.537188 -1.790129 7.586717
F 0.455846 1.675193 -3.142850
F 2.853949 4.307236 8.636000
F -1.389511 -0.494068 -10.296464
O 4.346667 -2.783199 9.355181
O -4.462880 1.277014 2.944709
O -6.163699 7.043273 -2.321344
O 5.561092 -3.885064 -4.906874
O 4.395346 -2.051779 -5.056529
O 2.734114 -2.253238 7.957917
O -2.485503 -8.188093 4.348954
O -6.006285 5.119353 -8.338845
O 1.554302 0.943223 -0.378170
O 2.263904 -2.103505 10.201993
O 3.894928 5.137049 6.825862
O -2.619930 -1.969806 -9.257807
O 2.006504 5.926195 5.804525
O -3.106162 0.237870 4.308261
O 6.439169 -6.939168 2.954444
O -0.148515 0.058253 -1.551590
O -5.621667 9.143989 -2.595420
O -2.482168 -3.374639 -10.948419
O 3.863105 5.404723 4.519027
O -4.901650 3.481665 -7.313893
O -3.334083 -7.599494 2.430063
O 4.314686 -7.133821 2.645800
O -4.243155 -3.511585 -9.645074
O 1.293066 -1.322217 -0.419944
N 5.430701 -2.676922 -4.819578
N -4.967497 4.508625 -8.068514
N 5.472760 -6.934947 2.229072
N -2.901921 -7.339384 3.539332
N -4.202178 0.627629 3.949300
N -6.360378 8.186771 -2.220289
C 3.026190 -2.391563 9.276436
C -0.175581 1.438485 -1.981291
C -5.274938 0.352091 4.925390
C 3.284348 5.453604 5.609635
C 5.739883 -6.871405 0.775173
C 1.527525 5.309627 6.948343
C 0.952106 -0.155211 -0.774180
C -7.522115 8.596310 -1.354440
C -3.231204 -2.951653 -9.945395
C 2.803506 5.297153 7.782324
C 0.747547 2.043002 -0.864383
C 6.596975 -1.969421 -4.256690
C -2.672124 -5.868641 3.807915
C -3.748917 5.093316 -8.720082
C -1.280457 -2.646089 -10.975013
C -1.372693 -1.693575 -9.804895
C 4.976162 -2.888291 8.089805
C 3.693861 -2.927191 7.224150
H 1.112353 4.306024 6.856077
H 0.221499 2.332620 0.045275
H -3.579328 -5.319748 3.555340
H -1.145898 -2.141560 -11.931799
H -3.488129 4.552063 -9.629550
H 7.135747 -1.382648 -5.000670
H -7.910323 9.463707 -1.888316
H -0.448264 -3.349881 -10.959909
H 5.992135 -5.841466 0.522784
H 3.747143 -2.496731 6.224165
H 7.277033 -2.687014 -3.797679
H -0.691513 -1.825734 -8.964293
H 3.439681 -3.984253 7.302405
H -1.813872 -5.784171 3.141292
H -8.229056 7.773762 -1.246052
H -2.441678 -5.810354 4.871678
H -6.261812 0.677343 4.596174
H 0.827613 5.941412 7.495223
H 6.482037 -7.659097 0.645425
H -5.559278 -0.686673 5.093399
H 1.307770 2.945605 -1.108441
H 5.616348 -3.769946 8.059149
H 2.953416 6.228480 8.328457
H 4.807006 -7.183568 0.305727
H -7.143765 8.967147 -0.401846
H -2.928121 5.242630 -8.018579
H -5.175526 1.069085 5.740331
H -4.108323 6.075080 -9.028400
H -1.196952 1.809122 -2.068050
H 6.111839 -1.408787 -3.457671

Forces on atoms 1 to 6 (eV/Å):
F 2.24 1.64 1.13
F 0.11 -0.67 -1.00
F 0.04 -1.58 1.24
F 0.39 3.29 -0.52
O 0.59 0.32 1.18
O 0.38 -0.65 0.71


# 4
ORCA calculation (ωB97M-V/def2-TZVPD) on a molecular structure, C18H30GdN4O7P2Si3 in a non-equilibrium geometry.

Results
strongest force on any atom	4.0	eV Å⁻¹
net charge	-1
frontier orbital gap (alpha / beta)	7.68 / 5.99	eV
calculated total energy	-102504.9356	eV
expectation value of S²	16.057
2S+1	8
energy relative to the best compared isomer or geometry (same formula, charge and spin)	0.680	eV

Atoms and positions in Å:
Gd 0.921867 -1.114673 -0.378160
P 2.371740 -1.317693 -3.097937
P 2.986431 -3.147667 -0.826606
Si -1.933972 0.363183 0.752231
Si 0.664128 2.141996 0.977252
Si -0.713785 1.611973 -1.812898
O 2.759199 -0.926731 -4.494977
O 2.712890 -0.096684 -2.062762
O 3.332831 -1.913374 0.086272
O 0.873843 -1.376698 -2.639609
O 3.107759 -2.683927 -2.440653
O 1.524014 -3.519419 -0.611954
O 3.896119 -4.406430 -0.691587
N 2.832376 -0.263555 5.642473
N -1.353078 -2.141524 -0.361461
N 0.892489 -1.737190 2.000534
N 4.455220 -3.903784 3.711145
C 1.319677 1.522568 2.660511
C -2.935362 -3.900362 -0.919158
C 1.733468 -1.898400 2.815233
C -1.943071 -0.018681 2.606638
C -1.810317 0.426407 -2.818107
C 2.808294 -1.067493 4.792768
C 2.262475 2.680242 0.135463
C -1.633143 -3.410127 -0.781645
C -2.372850 -1.299651 -0.000582
C 0.689150 2.020813 -3.009649
C -1.650735 3.281356 -1.942587
C -0.432332 1.025398 -0.050404
C -4.010469 -3.032933 -0.562526
C -3.711611 -1.745851 -0.079046
C -3.558272 1.394644 0.539936
C 3.665515 -3.048522 3.732014
C -0.254321 3.742231 1.456946
C 2.743776 -1.994075 3.748347
H 4.858228 -4.222045 -0.834933
H -5.050192 -3.335535 -0.619689
H -2.045394 3.420797 -2.957557
H -2.919968 -0.474299 2.921254
H -0.754263 -4.018102 -1.017190
H -3.370387 2.457281 0.814437
H 2.195597 0.881347 2.522143
H -4.349315 0.996457 1.206623
H -3.908608 1.345381 -0.505566
H 3.554830 0.276818 -1.828924
H -2.488858 3.334902 -1.235318
H -3.110491 -4.900366 -1.306769
H 2.076311 3.511061 -0.572040
H -0.613550 4.288259 0.561411
H 1.642537 2.342776 3.322619
H -2.824912 0.313611 -2.400946
H 0.920842 1.117049 -3.604246
H 2.989192 3.052235 0.888802
H 0.567263 0.944065 3.226259
H -1.797498 0.903962 3.209888
H 2.749168 1.834696 -0.382607
H -1.147464 3.498460 2.082876
H -1.884358 0.843368 -3.835104
H -4.505219 -1.048346 0.197876
H -1.359336 -0.567603 -2.875616
H 1.625593 2.314701 -2.488033
H -0.983549 4.134407 -1.755762
H -1.147251 -0.745026 2.844700
H 0.414631 4.408490 2.033965
H 0.426481 2.845833 -3.688012

Forces on atoms 1 to 6 (eV/Å):
Gd 0.05 -0.04 0.52
P -1.29 0.52 -0.46
P -2.27 3.14 1.16
Si -1.36 0.69 0.59
Si 0.13 0.85 1.10
Si -0.99 0.82 -1.17


> What is the formula in the third record?

C18H30F4N6O24


> Look up the strongest force on any atom of the third one.

6.3 eV Å⁻¹


> strongest force on any atom of number 2 (C18H30ClHgN3OTa)?

3.8 eV Å⁻¹


> strongest force on any atom of number 1 (C18H30CdClNO5Si)?

1.0 eV Å⁻¹